1.
This record from the OMol25 dataset describes an isolated molecule of C5H6O. The level of theory is wB97M-V/def2-TZVPD.

As for the SMILES: C=C=C1O[C@H]1C. As for the orbital gap (spin up / spin down): 7.9 / 7.9 eV. The value obtained for the LUMO energy (spin up / spin down) is -0.29 / -0.29 eV. Its total charge is 0. The calculation puts the highest occupied orbital energy (spin up / spin down) at -8.22 / -8.22 eV.

Each line ends with the Löwdin charge.
Element x y z (Å)
C (0.21305, 2.44152, 0.51427)  -0.017
C (-0.84585, 1.89455, -0.09325)  -0.057
C (-0.73761, 0.57492, -0.38259)  -0.331
O (-1.42757, -0.40535, -0.90759)  0.097
C (-0.36811, -0.70433, 0.18047)  -0.159
C (0.49311, -1.82161, -0.33122)  -0.043
H (1.17271, 1.92225, 0.51077)  0.062
H (0.17455, 3.37100, 1.07231)  0.045
H (-0.70739, -0.84181, 1.20781)  0.144
H (1.24291, -2.16633, 0.38619)  0.083
H (0.95301, -1.62404, -1.30105)  0.087
H (-0.22967, -2.63605, -0.45624)  0.089

---

2.
This record from the OMol25 dataset describes an isolated molecule of C5H6O in a non-equilibrium geometry. The level of theory is wB97M-V/def2-TZVPD.

As for the orbital gap (spin up / spin down): 7.7 / 9.4 eV. The value obtained for the LUMO energy (spin up / spin down) is -1.25 / -0.31 eV. Its total charge is 0. The calculation puts the highest occupied orbital energy (spin up / spin down) at -8.94 / -9.68 eV.

Each line ends with the Löwdin charge.
Element x y z (Å)
C (0.48127, 1.33735, 0.77295)  0.006
C (0.17637, 1.23699, -0.68916)  -0.306
C (-0.67149, 0.08139, -0.93441)  0.034
C (-0.43217, -0.94485, -0.16890)  -0.128
C (-0.99866, -2.28541, 0.00951)  -0.281
O (-0.65994, -3.06806, 0.86914)  0.041
H (-0.29769, 1.03838, 1.46694)  0.065
H (0.43035, -0.59104, 0.58466)  0.143
H (1.06302, 2.19627, 1.11995)  0.060
H (1.06484, 1.15122, -1.32409)  0.123
H (-0.23659, 2.24214, -0.91698)  0.124
H (-1.78425, -2.53648, -0.73023)  0.120

---

3.
This record from the OMol25 dataset describes a 2-piece molecular cluster, C5H6O overall in a non-equilibrium geometry. The level of theory is wB97M-V/def2-TZVPD.

As for the orbital gap: 9.8 eV. The value obtained for the LUMO energy is 0.67 eV. Its total charge is 0. The calculation puts the highest occupied orbital energy at -9.09 eV.

Each line ends with the Löwdin charge.
Element x y z (Å)
O (-2.58381, -0.09922, -0.67565)  0.051
C (-2.13248, -0.26007, 0.43146)  -0.276
C (-0.67543, -0.08550, 0.78286)  -0.163
C (0.23238, 0.20163, -0.44420)  -0.174
C (1.62918, 0.30386, -0.15171)  -0.280
C (2.79974, 0.07067, -0.15078)  0.067
H (-2.79270, -0.54390, 1.28097)  0.121
H (-0.33009, -0.97087, 1.32402)  0.117
H (-0.64525, 0.72544, 1.55067)  0.134
H (0.99229, -0.78760, -1.18571)  0.258
H (-0.17707, 1.08273, -0.98595)  0.122
H (3.77960, 0.29362, 0.18522)  0.021

---

4.
This record from the OMol25 dataset describes C5H6O as an isolated structure in a non-equilibrium geometry. The level of theory is wB97M-V/def2-TZVPD.

As for the orbital gap: 10.3 eV. The value obtained for the LUMO energy is 1.14 eV. Its total charge is 0. The calculation puts the highest occupied orbital energy at -9.17 eV.

Each line ends with the Löwdin charge.
Element x y z (Å)
C (0.37769, 1.25816, 0.49845)  -0.006
C (-0.56615, 0.60229, -0.42804)  -0.237
C (0.00179, -0.70532, -1.08375)  -0.211
O (1.25609, -1.06058, -0.53854)  -0.034
C (0.75597, -0.64249, 0.69391)  -0.100
C (-0.71443, -0.74495, 0.20383)  -0.122
H (0.13393, 1.33742, 1.55682)  0.067
H (0.71335, 2.28089, 0.13823)  0.094
H (-1.30936, 1.07688, -1.06151)  0.129
H (-0.23519, -1.00468, -2.09608)  0.147
H (1.19982, -1.16123, 1.56400)  0.139
H (-1.61352, -1.23639, 0.55268)  0.134